{
  "formula": "C4H7N3S",
  "method": "the ωB97M-V functional and the def2-TZVPD basis",
  "lumo_energy_ev": 0.49,
  "fmax_ha_per_bohr": 0.1179,
  "smiles": "Nc1ccc(N)n1S",
  "elements": ["H", "C", "H", "H", "H", "H", "N", "C", "S", "C", "H", "N", "C", "H", "N"],
  "xyz": [[2.9738, -1.1244, -0.0233], [1.6239, 1.1218, -0.0616], [-2.3206, 2.2759, -0.0570], [2.5399, 1.5956, -0.6398], [-2.3580, 0.4552, -0.4024], [-1.6956, -2.1078, 1.0688], [1.9869, -1.4033, 0.1154], [-0.5525, 1.1009, 0.0201], [-1.1615, -1.4828, -0.2116], [1.2805, -0.1910, 0.2921], [1.8535, -1.6959, -0.9738], [-1.8831, 1.2558, 0.1570], [0.5626, 1.9451, -0.1269], [0.3711, 3.0493, -0.2657], [-0.1419, -0.2217, 0.2901]],
  "mulliken_charge": [0.317, -0.397, 0.271, 0.178, 0.230, 0.190, -0.645, 0.395, -0.264, 0.119, 0.262, -0.499, -0.458, 0.282, 0.021]
}